Model w:
ORCA calculation (ωB97M-V/def2-TZVPD) on a molecular structure, C4H2O3.

Calculated values
Highest occupied orbital energy in Ha: -0.357
Gap between HOMO and LUMO in eV: 9.404
Molar mass in g mol⁻¹: 98.06

Each line ends with the natural charge from an NBO analysis.
Element x y z (Å)
C  0.493  1.567  2.292  0.20
C  -0.096  0.356  1.656  -0.08
C  -1.339  -0.315  0.965  0.63
C  -0.226  -0.063  0.153  -0.54
O  -2.436  -0.658  1.184  -0.40
O  1.245  0.757  2.953  -0.16
O  0.803  -0.407  2.450  -0.22
H  -0.050  0.895  -0.382  0.30
H  0.430  -1.027  -0.107  0.28

---

Model x:
ORCA calculation (ωB97M-V/def2-TZVPD) on a molecular structure, C4H2O3.

Calculated values
Highest occupied orbital energy in Ha: -0.357
Gap between HOMO and LUMO in eV: 9.562
Molar mass in g mol⁻¹: 98.06

Each line ends with the natural charge from an NBO analysis.
Element x y z (Å)
C  0.649  -0.201  0.004  0.29
C  -0.353  -1.093  -0.004  -0.30
C  -1.388  -0.061  -0.006  0.45
C  -0.235  1.013  -0.001  0.43
H  2.357  0.613  0.019  0.51
H  -0.399  -2.171  -0.005  0.24
O  1.992  -0.303  -0.004  -0.62
O  -2.596  0.008  0.002  -0.51
O  -0.028  2.195  -0.004  -0.49

---

Top of the stability list: model x, leading by 672.4 kJ/mol.

---

Model w:
ORCA calculation (ωB97M-V/def2-TZVPD) on a gas-phase ion, C8H11N2 (charge +1).

Calculated values
Net charge: +1
Highest occupied orbital energy (spin up / spin down) in Ha: -0.456 / -0.456
Gap between HOMO and LUMO (spin up / spin down) in eV: 6.995 / 6.995
Molar mass in g mol⁻¹: 135.19

Each line ends with the natural charge from an NBO analysis.
Element x y z (Å)
C  0.041  0.040  0.648  0.32
C  0.700  0.489  -0.416  0.09
C  2.503  -2.097  -0.843  0.45
C  -1.243  0.016  1.250  -0.55
C  -0.032  1.860  -0.857  -0.33
C  -2.145  0.768  0.108  -0.31
C  -1.316  2.056  -0.119  -0.45
C  3.060  -3.331  -0.551  -0.78
N  1.749  0.180  -1.191  -0.36
N  2.099  -1.020  -0.938  -0.02
H  -1.600  -0.983  1.146  0.29
H  -1.587  0.435  2.256  0.27
H  0.761  2.561  -0.903  0.27
H  -0.226  1.508  -1.905  0.25
H  -2.377  0.166  -0.786  0.24
H  -3.032  1.055  0.775  0.25
H  -1.264  2.559  0.771  0.23
H  -1.955  2.759  -0.744  0.26
H  3.993  -3.184  0.080  0.29
H  3.356  -4.063  -1.386  0.31
H  2.296  -4.090  -0.086  0.30

---

Model x:
ORCA calculation (ωB97M-V/def2-TZVPD) on a gas-phase ion, C8H11N2 (charge +1).

Calculated values
Net charge: +1
Structure (SMILES): C[C@H]1c2cccn2C=[N+]1C
Highest occupied orbital energy in Ha: -0.481
Gap between HOMO and LUMO in eV: 8.542
Molar mass in g mol⁻¹: 135.19

Each line ends with the natural charge from an NBO analysis.
Element x y z (Å)
C  -2.177  -1.237  -1.770  -0.21
C  -2.150  -0.948  -0.323  -0.22
C  -1.031  -0.838  -2.321  -0.06
C  -0.890  -0.522  -0.054  0.14
C  1.061  -0.003  -1.023  0.41
C  0.024  0.021  1.050  -0.08
C  -0.496  1.200  1.728  -0.63
C  2.483  0.628  0.713  -0.44
N  -0.176  -0.434  -1.228  -0.35
N  1.264  0.253  0.258  -0.30
H  -3.068  -1.383  -2.473  0.27
H  -2.793  -1.232  0.436  0.24
H  -0.615  -1.027  -3.298  0.25
H  1.807  -0.082  -1.777  0.25
H  0.079  -0.910  1.792  0.27
H  -0.479  2.046  1.022  0.24
H  0.043  1.442  2.668  0.24
H  -1.568  0.870  2.198  0.26
H  3.251  -0.187  0.777  0.23
H  2.466  1.217  1.709  0.25
H  2.966  1.128  -0.085  0.23

---

Top of the stability list: model x, leading by 459.6 kJ/mol.